(1)
Here is C36H60AsHgNO4PSi3 as an isolated structure at a distorted geometry from OMol25. Energies are from ωB97M-V/def2-TZVPD.

Results
Frontier orbital gap (alpha / beta) (hartree): 0.172 / 0.168
Max |F| (hartree/bohr): 0.04165
<S²>: 0.7557

Structure (ORCA input):
```
! wB97M-V def2-TZVPD RIJCOSX def2/J DEFGRID3
* xyz -2 2
Hg -1.482 -0.395 -0.453
As 1.515 0.324 -2.497
P -1.602 -1.238 3.085
Si 0.026 0.072 -4.320
Si 2.266 2.509 -2.913
Si 3.379 -0.870 -3.358
O 0.865 1.779 0.188
O 1.315 -1.121 0.998
O -3.394 -1.893 2.036
O -5.585 -1.918 2.498
N -2.172 2.483 -1.671
C -0.562 0.566 4.871
C -0.688 -1.709 -4.202
C 2.180 -0.021 1.089
C 1.343 1.218 1.379
C -0.984 -2.949 2.823
C -3.382 3.040 -1.173
C -4.481 -2.255 6.588
C -2.654 -1.652 4.552
C 0.339 1.250 5.658
C -0.405 -3.672 3.860
C 2.074 -0.224 4.917
C 0.821 3.738 -3.077
C -0.023 2.860 0.402
C -4.396 -1.880 2.806
C -4.000 -1.869 4.273
C 2.942 -2.744 -3.488
C 0.000 -4.982 3.669
C 3.454 3.146 -1.540
C -1.151 -3.567 1.590
C -0.191 -0.575 4.157
C -2.234 -1.761 5.876
C 1.913 -2.287 0.522
C -3.159 4.397 -0.465
C 4.378 -0.612 -4.995
C -4.082 2.087 -0.171
C 1.666 0.847 5.691
C 4.775 -0.790 -2.022
C 1.153 -0.931 4.162
C -0.158 -5.586 2.433
C 0.780 0.072 -6.107
C -1.426 1.302 -4.365
C -3.136 -2.083 6.877
C -4.336 3.240 -2.368
C 3.333 2.732 -4.515
C -4.913 -2.132 5.281
C -0.725 -4.869 1.391
H 4.273 2.450 -1.370
H 5.718 -1.232 -2.339
H 2.160 -2.996 -2.776
H 0.532 3.783 0.635
H -1.639 -3.017 0.798
H -5.318 3.578 -2.037
H 1.945 1.961 1.933
H 0.505 0.914 2.026
H 1.139 -3.053 0.548
H -5.952 -2.255 5.009
H 2.383 1.376 6.306
H 0.022 3.434 -2.407
H 2.907 -0.179 1.904
H -2.477 4.256 0.370
H 4.981 -1.485 -5.236
H 3.792 -3.394 -3.294
H -4.093 4.828 -0.095
H 2.568 -2.976 -4.482
H 2.280 -2.154 -0.508
H 2.726 0.119 0.140
H 5.050 0.238 -4.923
H 3.123 -0.497 4.905
H 0.019 2.102 6.246
H -2.327 0.832 -4.753
H 0.421 3.743 -4.087
H 1.109 4.755 -2.822
H 1.492 -0.737 -6.244
H -3.439 1.907 0.688
H 1.287 1.008 -6.326
H -4.274 1.134 -0.660
H -1.198 -1.601 6.149
H -4.442 2.295 -2.893
H 0.424 -5.544 4.492
H -1.381 -1.936 -5.009
H 4.969 0.250 -1.769
H -1.208 2.161 -4.996
H 0.001 -0.052 -6.854
H -0.278 -3.218 4.833
H -5.032 2.496 0.181
H 3.364 3.770 -4.833
H -5.179 -2.505 7.380
H 1.474 -1.777 3.571
H -3.925 3.970 -3.063
H 2.934 2.150 -5.338
H -0.756 2.638 1.185
H 3.718 -0.432 -5.836
H 2.757 -2.602 1.158
H -1.223 -1.816 -3.261
H -1.664 1.679 -3.356
H -2.788 -2.196 7.898
H -2.701 5.098 -1.161
H -0.846 -5.334 0.420
H -1.594 0.892 4.801
H 4.462 -1.294 -1.111
H 2.902 3.242 -0.612
H 3.890 4.113 -1.783
H 0.104 -2.455 -4.220
H 0.150 -6.613 2.281
H -1.399 2.695 -1.020
H 4.358 2.409 -4.356
*
```

Atom charges from the Mulliken analysis, given in e for atoms 1 to 2: 0.4747 0.4334

---

(2)
Here is an isolated ion of composition C6H13FN3S and charge +1 at a distorted geometry from OMol25. Energies are from ωB97M-V/def2-TZVPD.

Results
Relative energy (zero: lowest compared OMol25 entry of this formula, charge and spin) (eV): 4.221
Frontier orbital gap (alpha / beta) (hartree): 0.158 / 0.158
Max |F| (hartree/bohr): 0.09398

Structure (ORCA input):
```
! wB97M-V def2-TZVPD RIJCOSX def2/J DEFGRID3
* xyz 1 1
S -3.663 0.587 0.031
F 4.545 0.519 1.158
N -2.366 -0.304 0.247
N -0.019 -1.381 -0.043
N 1.940 -0.291 -0.135
C -3.049 2.224 0.140
C 2.997 0.621 -0.753
C -1.121 -2.115 -0.579
C 0.941 -0.801 -0.750
C 4.369 0.318 -0.183
C -2.359 -1.739 0.304
H 2.912 0.486 -1.752
H 2.106 -0.393 0.832
H -3.707 2.935 0.812
H 2.747 1.704 -0.543
H -1.463 -1.793 -1.652
H 5.004 0.845 -0.780
H -2.045 2.130 0.433
H -2.018 -1.971 1.256
H 0.113 -1.676 0.928
H -3.258 -2.203 -0.010
H 4.503 -0.748 -0.358
H -1.011 -3.151 -0.564
H -3.053 2.573 -0.900
*
```

Atom charges from the natural (NBO) analysis, given in e for atoms 1 to 2: 1.0078 -0.3469

---

(3)
Here is a 9-piece molecular cluster, C24H62O12 overall at a distorted geometry from OMol25. Energies are from ωB97M-V/def2-TZVPD.

Results
Relative energy (zero: lowest compared OMol25 entry of this formula, charge and spin) (eV): 0.360
SMILES: C=CCOC(=O)OCCCOC.CCO.CCO.CCO.CCO.CCO.CCO.CCO.CCO
Frontier orbital gap (hartree): 0.301
Max |F| (hartree/bohr): 0.04038

Structure (ORCA input):
```
! wB97M-V def2-TZVPD RIJCOSX def2/J DEFGRID3
* xyz 0 1
O 2.667 -1.674 -0.667
O 1.600 1.776 4.690
O 0.496 -1.252 -0.491
O -1.950 -2.171 4.655
O -2.026 -3.871 -2.035
O 1.546 -0.203 -3.598
O 5.832 3.403 2.004
O -5.678 -0.398 -0.271
O 2.764 6.956 -0.647
O -8.043 -3.370 2.976
O 5.245 4.084 -6.361
O 2.050 0.343 0.070
C -0.367 -0.827 0.584
C -8.270 -4.651 3.558
C -3.054 -2.718 5.374
C 5.174 2.663 -6.456
C -2.707 -1.027 1.327
C 6.085 2.126 -7.544
C -9.698 -5.120 3.349
C 5.899 3.434 0.582
C 3.828 5.890 -2.561
C -1.765 -1.302 0.359
C -1.587 -3.607 -3.367
C 2.349 1.922 3.502
C -0.619 -4.665 -3.859
C -7.085 -2.380 -0.089
C -6.792 -0.978 0.405
C 1.183 1.168 -3.721
C 1.802 0.541 5.352
C 1.782 -0.926 -0.351
C 2.622 0.446 1.403
C 2.393 2.073 -3.599
C 1.663 1.183 2.333
C 2.720 5.835 -1.525
C 6.636 2.219 0.046
C -2.603 -3.456 6.621
H -6.212 -3.019 0.046
H 2.113 3.123 -3.707
H 3.576 0.963 1.313
H -5.886 -0.362 -1.209
H 4.803 5.926 -2.073
H 5.467 2.267 -5.484
H 4.975 4.449 -7.209
H -1.245 -3.881 -1.470
H -0.304 -4.462 -4.884
H -0.393 0.252 0.687
H -2.612 -1.454 2.325
H 2.876 1.939 -2.627
H 6.731 3.402 2.347
H 2.662 7.751 -1.179
H 7.117 2.419 -7.352
H 0.872 -0.028 5.412
H 0.445 1.417 -2.950
H -7.924 -2.815 0.455
H 0.944 0.482 2.755
H 2.823 4.947 -0.902
H 0.017 -1.250 1.529
H -1.375 -2.899 4.401
H -8.034 -4.612 4.627
H 6.033 1.037 -7.597
H 6.673 2.229 -1.044
H 6.145 1.301 0.371
H -10.404 -4.427 3.813
H 0.709 1.282 -4.696
H 3.798 5.019 -3.218
H -2.043 -2.788 7.276
H -9.854 -6.109 3.782
H 2.159 0.723 6.368
H 7.661 2.193 0.425
H -9.931 -5.163 2.285
H -2.027 -1.873 -0.531
H -7.569 -5.334 3.080
H 2.795 -0.563 1.778
H -3.619 -3.388 4.718
H -7.669 -0.335 0.274
H -7.323 -2.374 -1.156
H 3.386 1.593 3.632
H 1.079 1.902 1.758
H -3.695 -1.879 5.637
H 1.738 5.798 -2.010
H -8.644 -2.746 3.394
H 4.872 3.449 0.217
H 6.392 4.354 0.251
H -1.083 -5.652 -3.823
H 3.738 6.789 -3.175
H -1.119 -2.618 -3.406
H -1.944 -4.288 6.360
H 2.370 2.986 3.271
H 2.540 -0.075 4.830
H -3.516 -0.350 1.073
H 0.272 -4.697 -3.227
H 5.804 2.533 -8.518
H 3.132 1.827 -4.362
H -2.482 -3.587 -3.987
H 4.135 2.370 -6.643
H -6.535 -0.995 1.463
H -3.456 -3.854 7.172
H 1.957 -0.308 -2.734
*
```

Atom charges from the Mulliken analysis, given in e for atoms 1 to 2: -0.5677 -0.4605

---

(4)
Here is one molecule with the formula C2H2ClN3O2 at a distorted geometry from OMol25. Energies are from ωB97M-V/def2-TZVPD.

Results
Frontier orbital gap (alpha / beta) (hartree): 0.303 / 0.300
Max |F| (hartree/bohr): 0.09975
<S²>: 2.0340

Structure (ORCA input):
```
! wB97M-V def2-TZVPD RIJCOSX def2/J DEFGRID3
* xyz 0 3
Cl -1.168 -2.853 1.302
O 1.051 -1.216 0.531
O 1.344 -0.281 -2.076
N -0.095 -0.656 0.706
N -1.186 -1.267 0.981
N 0.474 0.453 -1.735
C 0.356 1.274 -0.682
C -0.184 0.785 0.493
H -0.649 1.402 1.354
H 0.057 2.357 -0.874
*
```

Atom charges from the natural (NBO) analysis, given in e for atoms 1 to 2: 0.2236 -0.4448